Entry from OMol25: C2H2N2O3 as an isolated structure (ωB97M-V with the def2-TZVPD basis set).

Structure (XYZ):
```
9
C2H2N2O3 (ωB97M-V with the def2-TZVPD basis set)
C -0.77 -1.13 -0.30
C -1.28 0.27 0.06
N 1.03 0.34 0.39
N 0.45 -1.29 -0.23
O 1.91 1.35 -0.19
O -2.43 0.57 0.19
O -0.28 1.00 0.39
H -1.33 -1.94 -0.42
H 2.69 0.83 0.12
```

For the relative energy (zero: lowest compared OMol25 entry of this formula, charge and spin), the calculation gives 131.81 kcal/mol. The total energy is -412.440930 a.u. The HOMO-LUMO gap (alpha / beta) comes out at 0.3582 / 0.3582 Eh. As for the HOMO energy (alpha / beta): -0.3693 / -0.3693 Ha.